17
Properties=species:S:1:pos:R:3:forces:R:3:mulliken_charge:R:1 method="wB97M-V/def2-TZVPD" gap_ha="0.200 / 0.220" de_lowest_kcal_mol=94.1 charge=+1 spin_multiplicity=3 e_homo_ev="-10.48 / -14.29"
C -3.2119 -0.7717 0.0886 1.0 -0.3 -2.4 -0.91
C 4.1379 -0.1971 -0.0168 6.8 2.0 0.5 -0.51
C 1.7235 -0.2747 -0.2733 0.2 -2.7 0.1 -0.10
C -0.2132 0.9929 0.5001 2.1 -1.7 -2.6 0.01
C -2.4097 0.5442 -0.0631 -2.2 1.6 2.0 -0.18
N 2.9654 -0.4862 -0.2015 -7.0 -2.7 -1.7 -0.04
N 1.1928 0.8608 0.1667 -2.6 3.8 1.9 0.01
O -0.9895 0.2839 -0.2804 2.0 1.8 1.2 -0.14
H -3.4928 -0.9081 1.1239 0.4 -0.7 0.1 0.28
H -4.1627 -0.8085 -0.5232 1.1 0.5 0.6 0.32
H 4.6805 -0.1533 -1.0027 0.4 -0.2 1.3 0.29
H 4.5588 -0.4527 0.9699 0.3 0.4 -0.7 0.31
H 1.0030 -1.0691 -0.5387 0.6 0.5 -0.3 0.39
H -2.5067 -1.5412 -0.4440 -1.5 0.8 1.6 0.26
H -2.8071 1.1859 -0.9031 1.0 -0.7 0.8 0.29
H -2.3718 1.1853 0.9260 -0.7 -1.2 -2.0 0.36
H 1.9034 1.6097 0.4716 -1.7 -1.2 -0.4 0.36



60
Properties=species:S:1:pos:R:3:forces:R:3:mulliken_charge:R:1 method="wB97M-V/def2-TZVPD" gap_ha="0.230 / 0.217" charge=+3 spin_multiplicity=2 e_homo_ev="-17.94 / -17.94"
Au 0.6542 0.6815 -1.0728 -0.1 0.1 0.4 0.38
C 1.5521 2.9559 1.7783 0.1 0.0 0.1 -1.35
C 0.9761 1.6062 2.0185 0.0 0.0 0.0 0.60
C 0.3808 1.0867 3.1745 -0.1 0.0 -0.1 -1.62
C 0.0309 -0.2045 2.8599 -0.1 0.0 -0.1 0.03
N 0.4174 -0.4787 1.5958 0.0 0.1 -0.2 1.07
N 1.0094 0.6507 1.0872 0.1 0.3 0.2 -0.73
B 0.3205 -1.7340 0.6843 0.2 -0.2 0.2 -0.33
N 1.6430 -1.8061 -0.1238 -0.3 0.0 0.0 1.42
C 2.6966 -2.6410 -0.1578 0.0 0.1 -0.1 0.21
C 3.6041 -2.1773 -1.0886 0.0 0.1 0.0 -1.32
C 3.0554 -1.0098 -1.6244 -0.1 -0.1 0.0 0.69
C 3.5652 -0.0614 -2.6496 0.1 -0.1 0.0 -1.41
N 1.8637 -0.8394 -1.0315 0.5 -0.2 -0.1 -0.47
N -0.8609 -1.6674 -0.3187 0.1 0.2 0.1 1.20
C -2.0405 -2.3137 -0.4100 0.0 0.0 0.0 0.28
C -2.7383 -1.8468 -1.4983 0.1 0.0 0.1 -1.41
C -1.9352 -0.8598 -2.0799 0.0 0.0 0.0 0.42
C -2.1768 -0.0494 -3.3000 0.0 0.0 0.0 -1.22
N -0.8138 -0.7725 -1.3584 -0.2 -0.2 -0.3 -0.64
N 0.2648 -3.0306 1.5495 -0.1 -0.1 0.0 0.82
C 0.7896 -3.2526 2.8539 0.0 -0.2 -0.1 -0.35
C 0.6430 -4.5689 3.1332 0.1 0.0 0.2 -1.02
C 0.0402 -5.1410 1.9941 0.0 0.1 -0.1 0.62
C -0.3480 -6.5115 1.6929 0.0 0.0 0.0 -1.13
N -0.1545 -4.1289 1.0289 -0.1 0.0 0.0 -0.87
H 2.3442 3.1550 2.5003 0.0 0.0 0.0 0.46
H 0.7950 3.7313 1.8987 0.1 0.0 0.1 0.34
H 1.9914 3.0245 0.7816 0.0 0.0 0.0 0.26
H 0.2311 1.5887 4.1142 0.0 0.0 0.0 0.51
H -0.4741 -0.9394 3.4658 0.0 0.0 0.0 0.82
H 2.7388 -3.5167 0.4673 0.0 0.0 0.0 0.50
H 4.5413 -2.6282 -1.3646 0.0 0.0 0.0 0.49
H 4.3924 -0.5150 -3.1912 0.0 0.0 0.0 0.40
H 3.9399 0.8523 -2.1843 0.0 0.0 0.0 0.32
H 2.7932 0.1908 -3.3789 0.0 0.0 0.0 0.31
H -2.3055 -3.0840 0.2908 0.0 0.0 0.0 0.60
H -3.6965 -2.1884 -1.8498 0.0 0.0 0.0 0.49
H -2.2383 -0.7040 -4.1699 0.0 0.0 0.0 0.36
H -1.3795 0.6717 -3.4698 0.0 0.0 0.0 0.22
H -3.1245 0.4827 -3.2196 0.0 0.0 0.0 0.37
H 1.2358 -2.4494 3.4153 0.0 0.0 0.0 0.77
H 0.9265 -5.0831 4.0364 0.0 0.0 0.0 0.51
H -0.3952 -7.1285 2.5867 0.0 0.0 0.0 0.40
H 0.4101 -6.9397 1.0172 0.0 0.0 0.0 0.32
H -1.2858 -6.5414 1.1338 0.0 0.0 0.0 0.38
O -0.4978 2.2662 -1.3700 -0.2 0.2 0.0 -0.58
S -0.9815 3.3782 -0.3422 0.1 -0.3 -0.1 0.50
C -0.3639 4.9283 -1.0019 0.0 0.0 0.0 -0.66
C -1.4350 5.9293 -0.5571 0.1 0.0 0.0 -0.60
C -2.8267 5.2514 -0.6341 -0.1 -0.1 0.0 -0.69
C -2.6573 3.7392 -0.8750 0.0 0.0 0.0 -0.63
H -0.3118 4.7908 -2.0840 0.0 0.0 0.0 0.42
H 0.6272 5.1220 -0.5974 0.0 0.0 0.0 0.42
H -1.3777 6.8048 -1.2018 0.0 0.0 0.0 0.36
H -1.2283 6.2659 0.4584 0.0 0.0 0.0 0.30
H -3.4199 5.6576 -1.4510 0.0 0.0 0.0 0.33
H -3.3806 5.4235 0.2859 0.0 0.0 0.0 0.29
H -2.6787 3.4659 -1.9320 0.0 0.0 0.0 0.32
H -3.3476 3.1120 -0.3154 0.0 0.0 0.0 0.51



35
Properties=species:S:1:pos:R:3:forces:R:3:mulliken_charge:R:1 method="wB97M-V/def2-TZVPD" gap_ha=0.259 de_lowest_kcal_mol=16.6 e_homo_ev=-7.95
Pt 0.6891 -0.2009 -0.0161 0.5 0.1 -0.1 0.88
Cl -0.2355 5.1037 4.7034 0.0 -0.1 -0.1 -0.23
C -0.3716 3.6819 3.7049 0.0 0.0 0.1 0.16
C -0.3849 2.4207 4.2939 0.0 0.1 0.0 -0.64
C -0.4776 1.2950 3.5048 0.0 0.0 -0.1 -0.43
C -0.5733 1.3834 2.1074 0.1 0.1 0.1 -0.20
O -0.6662 0.2502 1.4165 -0.1 -0.2 0.0 -0.92
C -0.5814 2.6664 1.5273 0.0 0.1 0.0 1.77
C -0.7547 2.9330 0.0890 -0.1 -0.1 0.0 -0.31
O -1.0412 2.1291 -0.7663 0.0 0.0 0.0 -0.44
C -0.4653 3.8000 2.3410 0.0 0.0 -0.1 -0.98
H -0.3079 2.3317 5.3693 0.0 0.0 0.0 0.40
H -0.4645 0.3067 3.9446 0.0 0.0 0.0 0.43
H -0.6357 4.0018 -0.1781 0.0 0.0 0.0 0.28
H -0.4614 4.7817 1.8823 0.0 0.0 0.0 0.34
N -2.4517 -2.4141 -1.8645 0.0 0.0 0.0 -0.43
C -1.8410 -1.5817 -0.9895 0.0 0.0 0.0 0.82
N -2.5757 -0.9089 -0.1054 -0.1 -0.2 -0.1 -0.28
O -0.5920 -1.4951 -1.0447 0.0 0.0 -0.1 -0.75
H -3.4486 -2.4241 -1.9705 0.0 0.0 0.0 0.17
H -1.8826 -2.8068 -2.5925 0.0 0.0 0.0 0.25
H -3.5536 -1.0989 0.0085 0.0 0.0 0.0 0.18
H -2.0683 -0.3554 0.5851 0.0 0.2 0.1 0.29
C 4.6298 -1.6131 2.5312 0.0 0.0 0.0 -0.65
S 5.5904 -0.5313 1.4437 0.0 0.1 0.0 -0.08
C 4.5543 -0.5608 0.0308 -0.1 0.0 0.0 -0.05
C 3.4087 0.1166 -0.1066 0.2 0.1 0.1 0.21
S 2.3753 1.0135 0.9700 0.0 0.0 0.0 -0.24
S 2.4503 -0.2528 -1.5375 -0.4 0.1 0.1 -0.15
C 3.3521 -1.6985 -2.0496 -0.1 -0.1 0.0 0.10
S 2.8856 -2.6561 -3.2709 0.0 0.0 0.1 -0.20
S 4.8547 -1.7806 -1.2070 0.2 -0.1 0.0 -0.07
H 5.1316 -1.5998 3.4972 0.0 0.0 0.0 0.31
H 4.6102 -2.6306 2.1472 0.0 0.0 0.0 0.26
H 3.6209 -1.2210 2.6422 0.0 0.0 0.0 0.18



10
Properties=species:S:1:pos:R:3:forces:R:3:mulliken_charge:R:1 method="wB97M-V/def2-TZVPD" gap_ha=0.387 de_lowest_kcal_mol=60.0 e_homo_ev=-9.79
H 1.1484 1.9403 0.0832 1.4 0.7 0.8 0.23
N 0.4446 1.4791 -0.4143 -1.7 -3.3 -0.5 -0.67
C 0.4232 0.2134 -0.1828 0.2 -0.4 -1.6 0.70
N 1.1600 -0.6481 0.5116 5.8 1.2 3.3 -0.43
O -0.4991 -0.7105 -0.6855 -3.0 3.6 -0.2 -0.34
C -1.7624 -0.1858 -0.2231 -0.7 -3.4 -2.9 0.13
O -1.9740 0.4270 0.7485 0.0 0.6 0.5 -0.36
H 1.4746 -1.5923 0.3515 -1.6 -0.3 -1.0 0.25
H 2.0710 -0.2410 0.7797 -0.7 0.3 0.3 0.23
H -2.4863 -0.6820 -0.9688 0.4 1.0 1.2 0.28



The calculation returns the following calculated total energy values, one per record and in order: -10344.0244, -50338.5443, -91691.3646, -9212.6201 eV.
The calculation returns the following F_max values, one per record and in order: 7.69, 0.52, 0.55, 6.80 eV/Å.